Entry from OMol25: a molecular structure, C3H6HoLiO5 in a non-equilibrium geometry (the ωB97M-V functional and the def2-TZVPD basis).

```
! wB97M-V def2-TZVPD RIJCOSX def2/J DEFGRID3
* xyz 0 5
H -1.638 1.764 -1.467
C -1.867 0.823 -0.924
C -0.573 0.297 -0.319
O 0.010 0.995 0.748
Ho -1.807 -2.169 -2.436
O -2.408 -0.143 -1.760
H -2.544 1.089 -0.085
H 0.169 0.204 -1.139
H -0.820 -0.710 0.077
C 1.726 -0.258 1.231
O 2.059 -1.179 0.414
O 2.695 0.689 1.510
H 2.921 1.124 0.681
Li 1.204 -2.330 -0.682
O 0.987 -0.528 2.292
H -0.114 0.329 1.859
*
```

Calculated values
⟨S²⟩ ... 6.007
Orbital gap (alpha / beta) ... 5.769 / 5.207 eV
Energy ... -1449.548758 Eh

Atomic charges from the natural (NBO) analysis, expressed in e, are listed below: number 1, H, carries 0.149; number 2, C, carries -0.062; number 3, C, carries -0.074; number 4, O, carries -0.788; number 5, Ho, carries 1.048; number 6, O, carries -1.091; number 7, H, carries 0.152; number 8, H, carries 0.131; number 9, H, carries 0.112; number 10, C, carries 1.032; number 11, O, carries -0.911; number 12, O, carries -0.698; number 13, H, carries 0.476; number 14, Li, carries 0.784; number 15, O, carries -0.797; number 16, H, carries 0.537